No. 1
{
  "formula": "C40H46BF14N2O2S",
  "method": "the ωB97M-V functional and the def2-TZVPD basis",
  "species": ["C", "C", "O", "B", "O", "C", "C", "C", "C", "C", "F", "F", "C", "F", "F", "C", "F", "F", "C", "F", "F", "C", "F", "F", "C", "F", "F", "F", "C", "C", "C", "C", "S", "N", "C", "C", "C", "F", "C", "C", "C", "N", "H", "H", "H", "H", "H", "H", "H", "H", "H", "H", "H", "H", "H", "H", "H", "H", "H", "H", "H", "H", "H", "H", "H", "H", "H", "H", "H", "H", "C", "C", "C", "C", "C", "C", "H", "H", "H", "H", "H", "H", "C", "C", "C", "C", "C", "C", "H", "H", "H", "H", "H", "H", "C", "C", "C", "C", "C", "C", "H", "H", "H", "H", "H", "H"],
  "coordinates": [[-6.25009, 0.12414, -1.80466], [-5.77550, 0.13055, -3.33804], [-4.38418, 0.50681, -3.54846], [-3.50400, -0.20268, -2.62410], [-3.08616, 0.54556, -1.46111], [-3.03810, -1.71524, -2.99039], [-2.81357, -2.85592, -1.92353], [-2.98925, -2.58882, -0.36047], [-1.84498, -1.66761, 0.28993], [-0.64310, -2.46556, 0.96496], [0.13133, -3.02102, -0.12405], [-1.05766, -3.58116, 1.75857], [0.40445, -1.51499, 1.77496], [1.29852, -0.83233, 0.91039], [1.22709, -2.44071, 2.51218], [-0.29404, -0.58063, 2.87424], [-1.46372, -1.23794, 3.36826], [0.60343, -0.53682, 3.99424], [-0.53841, 0.94111, 2.43332], [-0.76138, 1.13578, 1.05194], [0.64951, 1.66668, 2.78142], [-1.72306, 1.62032, 3.27340], [-3.01649, 1.13003, 2.94032], [-1.48922, 1.31558, 4.65729], [-1.79077, 3.21982, 3.18299], [-3.14634, 3.58055, 3.48228], [-0.98406, 3.89452, 4.11053], [-1.51555, 3.75705, 1.91298], [-2.40570, -4.31179, -2.33780], [-2.20360, -5.52903, -1.33266], [-0.63616, -5.83602, -0.99130], [-0.39063, -7.43686, -0.80371], [-1.59098, -8.08641, 0.49202], [-2.20667, -4.60625, -3.74987], [-2.37132, -3.63633, -4.80916], [-2.13197, -4.17164, -6.30740], [-3.59401, -4.31162, -6.97694], [-1.38836, -5.39181, -6.36655], [-2.77355, -2.15140, -4.48407], [-2.90037, -1.11709, -5.71690], [-1.68931, -0.02228, -5.58869], [-2.20815, 1.39234, -5.61555], [-5.78465, 0.97670, -1.17760], [-6.08442, -0.90304, -1.31403], [-7.38248, 0.35654, -1.81559], [-5.98771, -0.83989, -3.90637], [-6.40761, 0.94337, -3.86483], [-3.71420, 0.35540, -0.71719], [-3.98274, -2.00901, -0.23507], [-3.09331, -3.52611, 0.27787], [-2.34235, -0.97216, 1.04252], [-1.38100, -1.05879, -0.57586], [-2.83883, -5.47891, -0.38636], [-2.56633, -6.47414, -1.89802], [0.08085, -5.36803, -1.75068], [-0.47629, -5.39520, 0.06423], [-0.44335, -8.00767, -1.78836], [0.64697, -7.54634, -0.31405], [-2.85520, -8.20050, -0.06696], [-1.96849, -5.58133, -4.01022], [-1.59707, -3.34310, -6.88279], [-3.58837, -4.92171, -7.94848], [-3.98057, -3.26423, -7.26962], [-4.37892, -4.76046, -6.28093], [-3.93288, -0.62499, -5.71951], [-2.75946, -1.60981, -6.73419], [-1.10664, -0.15726, -4.59883], [-0.93172, -0.11054, -6.44174], [-2.11042, 1.81713, -4.68449], [-3.21607, 1.41875, -5.82228], [6.82142, 0.88154, 0.73894], [6.20199, -0.34248, 0.97129], [4.93343, -0.38419, 1.54159], [4.27979, 0.79959, 1.87074], [4.89742, 2.02389, 1.63500], [6.16970, 2.06527, 1.07324], [7.81197, 0.91350, 0.29753], [6.70892, -1.26514, 0.70836], [4.45346, -1.33908, 1.72885], [3.28856, 0.76735, 2.31108], [4.38685, 2.94691, 1.89028], [6.65299, 3.01975, 0.89480], [9.26341, 2.33266, 2.91721], [10.20950, 1.93444, 3.85654], [11.55601, 2.22046, 3.65357], [11.95575, 2.91389, 2.51501], [11.00945, 3.31544, 1.57745], [9.66396, 3.02137, 1.77593], [8.21406, 2.10647, 3.07416], [9.89707, 1.39978, 4.74758], [12.29401, 1.90400, 4.38288], [13.00497, 3.14119, 2.35904], [11.32115, 3.85758, 0.69053], [8.92731, 3.32995, 1.04188], [-2.91000, 8.00078, 3.80831], [-2.96730, 6.62325, 3.99634], [-2.84045, 6.08902, 5.27560], [-2.66611, 6.93417, 6.36761], [-2.61256, 8.31172, 6.17944], [-2.73011, 8.84512, 4.89982], [-3.00553, 8.41685, 2.81087], [-3.11015, 5.96595, 3.14560], [-2.87841, 5.01591, 5.42191], [-2.57211, 6.51850, 7.36527], [-2.47822, 8.97035, 7.03127], [-2.68286, 9.91873, 4.75303]],
  "forces_ev_per_a": [[-0.58, 0.07, -0.31], [-1.42, 0.95, -0.37], [0.96, -2.01, 2.13], [-0.96, 2.38, -0.24], [-1.24, -2.23, -1.03], [1.73, -4.98, -1.26], [0.68, -1.14, -2.18], [-0.52, 0.56, -0.08], [0.31, -0.12, -0.58], [0.19, -0.58, -1.50], [-1.39, 0.89, 2.16], [0.90, 2.67, -1.58], [1.89, -2.18, 0.46], [-2.56, -1.20, 1.94], [-1.81, 2.07, -1.62], [1.16, -0.84, 2.26], [2.33, 1.67, -1.52], [-2.20, 0.09, -2.68], [0.82, 1.66, -0.06], [0.34, -0.83, 2.86], [-2.78, -1.62, -0.99], [-0.85, -0.34, 1.90], [3.14, 0.73, 0.33], [-0.57, 0.59, -3.30], [-1.20, 3.13, 0.24], [3.26, -1.04, -0.72], [-1.73, -2.18, -2.34], [-0.48, -1.69, 2.79], [-0.67, 2.39, -0.95], [0.39, -0.70, -1.44], [-0.54, -0.35, 1.22], [-0.20, 1.37, -0.31], [0.18, -0.10, -0.29], [-1.12, 3.36, 1.04], [0.03, 1.18, 2.27], [-1.51, 0.96, -0.14], [-0.29, 0.07, -0.40], [-1.23, 1.91, 0.64], [-0.07, -2.26, 1.23], [1.07, -0.30, 0.57], [-0.25, 0.65, 0.41], [-0.11, -0.71, 0.59], [-0.56, -1.40, -1.19], [-0.21, 1.55, -0.57], [1.79, -0.65, 0.13], [0.21, 1.05, 1.11], [1.21, -1.27, 0.77], [0.85, 0.49, -0.77], [1.54, -0.97, -0.20], [0.11, 1.11, -1.20], [0.82, -0.95, -0.95], [-0.60, -0.73, 1.75], [0.99, 0.24, -1.46], [0.32, 1.55, 0.75], [-1.05, -0.66, 1.07], [0.09, -0.53, -1.94], [0.09, 0.69, 1.39], [-1.73, -0.11, -0.80], [1.24, 0.27, -0.23], [-0.11, 0.90, 0.11], [-0.25, -1.47, 0.87], [0.34, 0.81, 1.52], [0.74, -1.62, 0.58], [1.26, 0.48, -0.80], [1.60, -0.63, 0.23], [-0.33, 0.33, 1.60], [-0.90, -0.04, -1.61], [-1.17, -0.29, 1.14], [-0.08, -0.23, -0.66], [0.76, -0.08, 0.10], [-0.10, 0.01, -0.01], [-0.03, 0.06, 0.02], [0.01, 0.09, -0.03], [0.08, -0.03, -0.05], [0.02, -0.03, -0.01], [-0.08, -0.14, -0.02], [-0.07, 0.00, 0.06], [-0.03, 0.08, 0.04], [0.03, 0.06, -0.01], [0.08, 0.01, -0.01], [0.05, -0.08, -0.01], [-0.06, -0.06, 0.01], [0.07, 0.03, 0.00], [0.04, 0.03, -0.07], [-0.06, 0.04, -0.07], [-0.08, -0.03, 0.03], [-0.02, -0.03, 0.03], [0.10, -0.06, 0.13], [0.09, 0.01, -0.02], [0.03, 0.04, -0.08], [-0.06, 0.03, -0.05], [-0.09, -0.02, 0.01], [-0.02, -0.05, 0.08], [0.07, 0.00, 0.04], [0.01, -0.03, 0.09], [0.03, 0.09, 0.09], [-0.04, 0.16, 0.03], [-0.01, 0.02, -0.11], [0.00, -0.04, -0.05], [-0.02, -0.10, 0.00], [0.01, -0.03, 0.08], [0.00, 0.12, 0.07], [-0.03, 0.15, 0.05], [-0.01, 0.04, -0.08], [-0.01, -0.06, -0.08], [-0.01, -0.08, 0.01]],
  "homo_energy_ev": -10.237,
  "total_charge": 1,
  "lumo_energy_ev": -5.011,
  "homo_lumo_gap_ev": 5.226,
  "spin_multiplicity": 1,
  "energy_ev": -98845.642
}


No. 2
{
  "formula": "C5H6O",
  "method": "the ωB97M-V functional and the def2-TZVPD basis",
  "species": ["C", "C", "C", "C", "C", "O", "H", "H", "H", "H", "H", "H"],
  "coordinates": [[-0.46917, 0.73028, -0.16678], [-0.36085, -0.02710, -1.32971], [0.53957, -0.55175, 3.40034], [-1.17929, -0.53832, -0.27092], [-0.02912, -0.02031, -2.77807], [1.34287, -0.68572, 2.53517], [-0.11745, 1.62522, 0.41810], [0.05919, 0.50307, 3.55163], [0.17056, -1.27705, 4.21782], [-0.93605, 0.36194, -3.29280], [0.28304, -0.88552, -3.33434], [0.69672, 0.76526, -2.95045]],
  "forces_ev_per_a": [[0.59, -2.07, -1.96], [-1.17, 1.37, 2.33], [-1.44, 2.06, 1.53], [1.08, 1.39, -0.16], [-0.44, 1.52, -0.14], [0.24, -0.89, -0.06], [-0.69, -1.17, -0.76], [0.39, -1.34, -0.20], [0.79, 0.19, -1.33], [0.25, -0.33, 0.35], [0.02, -0.79, 0.50], [0.36, 0.07, -0.11]],
  "smiles": "CC1=C=C1.C=O",
  "homo_energy_ev": -8.647,
  "total_charge": 0,
  "lumo_energy_ev": 0.915,
  "homo_lumo_gap_ev": 9.562,
  "spin_multiplicity": 1,
  "energy_ev": -7324.274,
  "relative_energy_kj_mol": 483.5
}


Which formula does entry 1 have? C40H46BF14N2O2S